Computed, not measured: 2 unconnected molecules or ions with the total composition C2H6N5O2, with ωB97M-V/def2-TZVPD.

Total charge   +1
Strongest force on any atom   4.2 eV/A

Each line ends with the Löwdin charge.
CARTESIAN COORDINATES (ANGSTROEM)
C -0.1251 -0.3667 -0.1219  -0.33
C 2.3325 -0.6283 0.1151  -0.06
N -1.1535 -1.1832 -0.4864  0.10
N -2.9474 1.3924 0.4469  -0.22
N 1.0094 -0.5949 0.7191  0.01
N -2.0477 1.1190 -0.1544  0.21
N 0.1230 0.6379 -0.9830  0.10
O -2.2751 -1.5702 -0.3603  0.20
O -3.7558 1.7441 1.1735  0.20
H 2.9732 -0.3349 0.9802  0.11
H 2.6483 -1.6923 0.1072  0.10
H 2.3769 -0.0456 -0.7854  0.08
H 0.9212 -1.1090 1.6387  0.18
H 0.4912 1.5643 -0.6569  0.17
H -0.5710 1.0675 -1.6323  0.13



Computed, not measured: a molecular structure, C6H9NO5S4SbTa, with ωB97M-V/def2-TZVPD.

Total charge   0
Strongest force on any atom   1.1 eV/A

Each line ends with the Löwdin charge.
CARTESIAN COORDINATES (ANGSTROEM)
Ta 1.4981 0.1151 -0.6674  1.17
O -0.2314 1.7346 0.0642  -0.25
C -1.6080 1.6240 0.4071  -0.19
C -1.7699 0.4133 1.3024  -0.14
N -1.1299 -0.7637 0.7347  -0.17
C -0.5418 -1.7150 1.6514  -0.07
C 0.9884 -1.7413 1.7268  -0.49
O 1.5988 -2.5421 2.3494  0.16
O 1.6180 -0.7196 1.0433  -0.26
C -1.7127 -1.3176 -0.4938  -0.04
C -0.4468 -1.2744 -1.2967  -0.56
O 0.4765 -2.0620 -1.0732  0.00
O -0.1260 -0.1081 -1.8453  -0.23
H -0.0191 2.5597 -0.3971  0.06
H -2.2217 1.5553 -0.4954  0.12
H -1.9269 2.5091 0.9612  0.13
H -2.8383 0.2478 1.4930  0.14
H -1.2927 0.6137 2.2611  0.14
H -0.8406 -2.7332 1.4023  0.14
H -0.8911 -1.5281 2.6691  0.14
H -2.4666 -0.6489 -0.8982  0.13
H -2.1111 -2.3233 -0.3662  0.14
S 5.4299 2.5027 -2.7483  -0.10
Sb 3.3559 1.8653 -2.3857  -0.06
S 2.5859 2.0938 -0.0631  0.08
S 3.2277 -0.6236 -1.9786  0.09
S 1.3953 2.2665 -3.3568  -0.09



Computed, not measured: 3 unconnected molecules or ions with the total composition C31H33F15O6S, with ωB97M-V/def2-TZVPD.

Total charge   0
SMILES   C#Cc1cc2c(cc1CCCCC(F)(F)C(F)(F)S(F)(F)(F)(F)F)C(=O)C=C(CCCCC)C2=O.CCOC(=O)C(F)(F)F.CCOC(=O)C(F)(F)F
Strongest force on any atom   3.4 eV/A

Each line ends with the Löwdin charge.
CARTESIAN COORDINATES (ANGSTROEM)
C -0.6936 4.5710 0.2557  0.14
C 0.2986 3.9297 -0.0127  -0.08
C 1.5797 3.2170 -0.1283  -0.17
C 1.7314 2.0832 0.6926  0.06
C 2.9327 1.3815 0.6025  -0.07
C 3.9667 1.8247 -0.2554  -0.07
C 3.7927 2.9491 -1.0590  0.04
C 2.5857 3.6500 -1.0139  -0.18
C 2.2784 4.8709 -1.8903  -0.13
C 1.2443 4.5479 -3.0203  -0.19
C 1.4571 3.1638 -3.6765  -0.17
C 0.3279 2.7932 -4.6959  -0.06
C -0.8737 2.0393 -4.0076  -0.45
F -1.9687 2.3637 -4.7462  0.11
F -0.9487 2.5074 -2.7396  0.11
C -0.5610 0.5113 -4.1021  -0.43
F -0.8460 0.1555 -5.3728  0.12
F 0.7246 0.2038 -3.9218  0.14
S -1.5860 -0.6061 -2.9717  0.85
F -0.4498 -1.7659 -3.0176  -0.16
F -2.2625 -1.3509 -4.2394  -0.15
F -2.7853 0.4485 -2.8999  -0.16
F -0.8798 -0.0543 -1.6498  -0.13
F -2.4633 -1.5793 -2.0409  -0.14
C 5.2422 0.9702 -0.2636  -0.31
O 5.9544 0.9724 -1.2391  0.11
C 5.5195 0.1959 1.0046  0.06
C 4.5687 -0.2314 1.8425  -0.10
C 4.9956 -0.9669 3.1265  -0.13
C 4.3887 -2.3813 3.3245  -0.17
C 2.9355 -2.4414 3.8898  -0.22
C 2.4474 -1.1754 4.6317  -0.26
C 3.0738 -1.0344 6.0770  -0.10
C 3.1399 0.1040 1.4381  -0.26
O 2.1593 -0.5590 1.6779  0.12
H -1.4289 5.2722 0.6158  0.04
H 0.9289 1.7703 1.3646  0.14
H 4.5976 3.2776 -1.7242  0.13
H 1.9124 5.7043 -1.2646  0.12
H 3.2139 5.1617 -2.4086  0.12
H 0.2086 4.6741 -2.6587  0.10
H 1.3869 5.3262 -3.7994  0.12
H 1.5169 2.3278 -2.9627  0.11
H 2.3784 3.2453 -4.2886  0.13
H -0.0907 3.6851 -5.1961  0.13
H 0.7233 2.1266 -5.4810  0.12
H 6.5653 -0.0028 1.2736  0.13
H 6.0912 -1.1105 3.0284  0.11
H 4.8841 -0.3108 4.0118  0.12
H 5.0457 -2.9117 4.0456  0.11
H 4.4667 -2.9661 2.3882  0.12
H 2.2322 -2.6467 3.0598  0.09
H 2.8037 -3.2920 4.5901  0.10
H 2.5888 -0.2400 4.0642  0.08
H 1.3535 -1.2479 4.7905  0.10
H 2.2528 -0.9782 6.8155  0.07
H 3.6758 -0.1168 6.1736  0.06
H 3.6535 -1.9479 6.2956  0.07
C -1.2127 -5.1529 1.1674  -0.06
C -1.3371 -6.5112 1.8254  -0.20
O -0.3325 -6.6821 2.8408  0.03
C -0.6099 -6.1546 4.0308  -0.39
O -1.6097 -5.5613 4.3076  0.17
C 0.5239 -6.4565 5.0161  -0.54
F 1.7326 -6.2617 4.4693  0.16
F 0.4831 -7.7324 5.4334  0.16
F 0.4600 -5.6901 6.1061  0.17
H -0.2030 -5.0064 0.7807  0.08
H -1.9226 -5.0587 0.3455  0.08
H -1.4023 -4.3514 1.8821  0.08
H -1.1666 -7.2965 1.0902  0.12
H -2.3335 -6.6673 2.2395  0.13
C -5.4073 1.0870 -2.7552  -0.06
C -6.8105 0.6256 -3.0868  -0.19
O -7.7704 1.2050 -2.1839  0.03
C -8.1795 2.4362 -2.4780  -0.40
O -7.8127 3.0812 -3.4153  0.17
C -9.2305 2.8968 -1.4622  -0.54
F -8.8800 2.5971 -0.2032  0.16
F -10.4155 2.3086 -1.6925  0.16
F -9.4272 4.2149 -1.5119  0.17
H -5.1714 0.8769 -1.7107  0.09
H -4.6888 0.5872 -3.3873  0.06
H -5.3061 2.1643 -2.8974  0.09
H -6.8844 -0.4539 -2.9613  0.13
H -7.0719 0.8486 -4.1215  0.13



Computed, not measured: a gas-phase ion, Cl4HN3P3 (charge +1), with ωB97M-V/def2-TZVPD.

Total charge   +1
SMILES   [NH+]#P=NP(Cl)(Cl)=NP(Cl)Cl
Strongest force on any atom   2.3 eV/A

Each line ends with the Löwdin charge.
CARTESIAN COORDINATES (ANGSTROEM)
N 2.3910 -2.0724 0.0710  -0.16
P 2.3746 -0.8700 -0.8902  0.85
N 1.1122 0.0492 -0.6362  -0.48
P -0.1557 0.9832 -0.8879  -0.30
Cl -0.7305 1.0381 -2.7437  0.46
Cl 0.2554 2.8052 -0.2906  0.42
N -1.3715 0.3214 -0.0678  -0.51
P -1.6344 -0.0161 1.4835  0.06
Cl -3.2331 -1.1618 1.4273  0.35
Cl -2.1296 1.6866 2.4066  0.30
H 3.1215 -2.7632 0.1282  0.01



Computed, not measured: a single C4H8N2O molecule, with ωB97M-V/def2-TZVPD.

Total charge   0
SMILES   C[C@](O)(C#N)CN
Strongest force on any atom   1.2 eV/A

Each line ends with the Löwdin charge.
CARTESIAN COORDINATES (ANGSTROEM)
C 0.5962 -0.7899 -1.1848  -0.02
C 0.1791 -0.6097 0.2820  -0.59
O 1.3074 -0.5157 1.1193  0.00
C -0.6565 -1.7450 0.7213  -0.15
N -1.4280 -2.5482 1.0333  0.17
C -0.7135 0.6324 0.4456  -0.22
N 0.0607 1.8102 0.0727  0.02
H 1.2330 -1.6714 -1.2830  0.09
H 1.1661 0.0909 -1.5015  0.08
H -0.2746 -0.9087 -1.8397  0.09
H 1.6621 0.3723 0.9438  0.10
H -1.1323 0.6959 1.4542  0.13
H -1.5479 0.5230 -0.2584  0.12
H -0.0137 2.5645 0.7475  0.08
H -0.4382 2.0994 -0.7523  0.07



Computed, not measured: a single C19H18F4N2O4S molecule, with ωB97M-V/def2-TZVPD.

Total charge   0
SMILES   COCCNC(=O)c1c(NC(=O)c2c(F)cccc2C(F)(F)F)sc2c1CCOC2
Strongest force on any atom   2.5 eV/A

Each line ends with the Löwdin charge.
CARTESIAN COORDINATES (ANGSTROEM)
C -4.9936 1.6378 2.6657  -0.09
O -3.7433 2.3237 2.4905  -0.20
C -2.7109 1.7944 3.3196  -0.22
C -1.9575 0.7037 2.6398  -0.16
N -1.5687 1.0965 1.2832  0.09
C -0.7702 0.3079 0.5059  -0.38
O -0.4261 -0.7948 0.9800  0.02
C -0.2301 0.7843 -0.8005  -0.10
C 1.0032 0.3899 -1.3028  -0.40
N 1.7316 -0.6201 -0.6491  0.13
C 2.8382 -1.2780 -1.0898  -0.42
O 3.5229 -0.8204 -1.9942  0.08
C 3.1814 -2.6123 -0.5268  -0.02
C 2.5912 -3.7151 -1.1515  -0.17
F 1.7347 -3.5943 -2.2369  0.06
C 2.8663 -4.9874 -0.7784  0.00
C 3.7356 -5.1974 0.2693  -0.06
C 4.3213 -4.1610 0.9476  -0.01
C 4.0199 -2.8493 0.5526  -0.04
C 4.6412 -1.7207 1.4015  -0.48
F 3.6515 -0.9888 2.0644  0.10
F 5.5397 -2.1340 2.3506  0.11
F 5.3419 -0.9243 0.5754  0.15
S 1.3603 1.1196 -2.8824  1.11
C -0.1728 2.0236 -2.8144  -0.41
C -0.9131 1.7335 -1.7062  -0.21
C -2.2610 2.3752 -1.4494  -0.11
C -2.8029 3.0841 -2.7178  -0.17
O -1.7779 3.8268 -3.3993  -0.12
C -0.7266 3.0046 -3.8817  -0.19
H -4.8971 0.6028 2.2921  0.09
H -5.7767 2.1540 2.1006  0.09
H -5.3332 1.6116 3.7250  0.09
H -3.1311 1.4159 4.2419  0.12
H -2.0606 2.6450 3.5212  0.13
H -1.0575 0.4136 3.2262  0.14
H -2.6060 -0.1382 2.6327  0.11
H -1.8276 2.0235 0.9544  0.12
H 1.2633 -1.0322 0.1718  0.13
H 2.3810 -5.7798 -1.3229  0.13
H 3.9967 -6.2093 0.5940  0.12
H 4.9217 -4.4294 1.8200  0.13
H -2.1510 3.1627 -0.6972  0.12
H -2.9731 1.5902 -1.1386  0.13
H -3.5746 3.7804 -2.4494  0.11
H -3.2538 2.3246 -3.3947  0.13
H 0.1122 3.6037 -4.1632  0.11
H -1.0587 2.4529 -4.7788  0.13



| no. | calculated total energy (eV) |
| --- | --- |
| 1 | -13702.557 |
| 2 | -69529.209 |
| 3 | -96561.338 |
| 4 | -82436.500 |
| 5 | -9304.846 |
| 6 | -52870.349 |